The following is a quantum chemistry calculation of one molecule with the formula C6H13N, from the OMol25 dataset.

```
20
C6H13N, DFT wB97M-V/def2-TZVPD
C 1.95 1.77 0.68
C 0.86 0.82 1.10
C -0.68 1.22 0.98
C -0.96 0.80 -0.43
C -1.40 -0.42 -0.78
N -0.72 -1.33 -1.71
C -0.46 -2.54 -1.07
H 3.02 1.30 0.89
H 1.74 2.12 -0.40
H 1.99 2.81 1.24
H 0.98 0.83 2.22
H 0.82 -0.06 0.47
H -0.68 2.21 1.56
H -1.44 0.49 1.61
H -0.10 1.32 -0.96
H -2.25 -0.92 -0.47
H -1.26 -1.50 -2.53
H -1.13 -2.64 -0.16
H 0.52 -2.74 -0.62
H -0.79 -3.54 -1.60
```

Properties
HOMO = -8.75 eV
structure (SMILES) = CCC/C=C/NC
energy relative to the best compared isomer or geometry (same formula, charge and spin) = 4.228 eV
E_LUMO = 1.085 eV
strongest force on any atom = 5.03 eV/A
gap between HOMO and LUMO = 0.36150 Eh

natural (NBO) population analysis, charges in e, atoms 1 to 2: -0.62 -0.43

***

The following is a quantum chemistry calculation of an isolated ion of composition C6H13N and charge +1, from the OMol25 dataset.

```
20
C6H13N, DFT wB97M-V/def2-TZVPD
C -0.35 0.49 2.00
C -0.35 -0.59 0.91
C 0.37 -0.31 -0.35
C 1.59 0.39 -0.34
N 2.50 0.28 0.61
C -0.32 -0.33 -1.69
C -1.85 -0.39 -1.63
H 0.37 1.29 1.82
H -0.17 0.12 3.00
H -1.29 1.04 2.01
H -1.31 -1.03 0.69
H 0.23 -1.42 1.37
H 1.90 1.05 -1.14
H 2.13 -0.01 1.51
H 3.18 1.03 0.68
H 0.21 -1.06 -2.31
H -0.11 0.59 -2.20
H -2.23 0.50 -1.12
H -2.26 -0.32 -2.63
H -2.22 -1.31 -1.19
```

Properties
multiplicity = 2
HOMO (alpha / beta) = -13.72 / -16.15 eV
total charge = +1
energy relative to the best compared isomer or geometry (same formula, charge and spin) = 0.417 eV
E_LUMO (alpha / beta) = -3.823 / -6.493 eV
strongest force on any atom = 2.38 eV/A
<S²> = 0.756
gap between HOMO and LUMO (alpha / beta) = 0.36366 / 0.35494 Eh

natural (NBO) population analysis, charges in e, atoms 1 to 2: -0.62 -0.51

***

The following is a quantum chemistry calculation of a 2-piece molecular cluster, C6H13N2 overall, from the OMol25 dataset.

```
21
C6H13N2, DFT wB97M-V/def2-TZVPD
C 0.03 -1.80 0.43
C -1.36 -1.74 0.61
C 0.65 -1.09 -0.55
C -2.05 -0.62 0.21
C -1.37 0.57 -0.10
C 2.11 -0.98 -0.72
N -1.92 1.56 -0.76
N 1.16 1.98 0.88
H 0.62 -2.44 1.07
H -1.88 -2.57 1.07
H 0.05 -0.67 -1.36
H -3.13 -0.64 0.15
H -0.39 0.78 0.33
H 2.43 -1.66 -1.51
H 2.65 -1.20 0.19
H 2.37 0.02 -1.07
H -1.45 2.45 -0.85
H -2.83 1.47 -1.20
H 2.02 2.05 0.34
H 1.42 1.60 1.79
H 0.86 2.93 1.05
```

Properties
HOMO = -13.22 eV
total charge = +1
energy relative to the best compared isomer or geometry (same formula, charge and spin) = 0.978 eV
E_LUMO = -4.462 eV
strongest force on any atom = 0.81 eV/A
gap between HOMO and LUMO = 0.32172 Eh

natural (NBO) population analysis, charges in e, atoms 1 to 2: -0.29 -0.01

***

The following is a quantum chemistry calculation of an isolated ion of composition C6H13N2 and charge +1, from the OMol25 dataset.

```
21
C6H13N2, DFT wB97M-V/def2-TZVPD
C 0.72 -2.31 -0.19
C 0.37 0.16 0.05
C -1.89 -0.41 1.10
C -1.57 0.72 -1.22
C 2.78 0.75 -0.13
C -1.03 0.59 0.22
N 0.76 -1.14 -0.70
N 1.40 0.91 0.32
H 1.08 -3.09 -0.73
H 0.67 -2.43 0.95
H -2.93 -0.06 1.23
H -1.63 -0.61 2.07
H -1.98 -1.36 0.66
H -1.59 1.77 -1.53
H -0.87 0.23 -1.94
H -2.62 0.34 -1.19
H 3.22 1.62 -0.24
H 2.72 0.11 -1.03
H 3.23 0.20 0.68
H -1.12 1.60 0.83
H 1.33 1.61 0.93
```

Properties
HOMO = -14.56 eV
total charge = +1
structure (SMILES) = C=N/C(=[NH+]\C)C(C)C
energy relative to the best compared isomer or geometry (same formula, charge and spin) = 2.848 eV
E_LUMO = -4.058 eV
strongest force on any atom = 7.25 eV/A
gap between HOMO and LUMO = 0.38592 Eh

natural (NBO) population analysis, charges in e, atoms 1 to 2: 0.04 0.63

***

The following is a quantum chemistry calculation of a 2-piece molecular cluster, C6H13N2 overall, from the OMol25 dataset.

```
21
C6H13N2, DFT wB97M-V/def2-TZVPD
C -1.87 1.00 -0.24
C -0.42 0.30 -2.21
C -1.72 0.97 -1.77
H -1.86 -0.03 0.15
H -2.81 1.49 0.06
H -1.02 1.55 0.21
H -0.40 -0.74 -1.84
H -0.34 0.29 -3.31
H 0.44 0.84 -1.79
H -2.58 0.43 -2.20
H -1.75 2.01 -2.15
C 2.41 -1.34 1.90
C 2.10 -1.13 0.59
C 0.45 -0.30 1.82
N 1.38 -0.82 2.64
N 0.89 -0.49 0.58
H 3.28 -1.82 2.37
H 2.64 -1.39 -0.32
H -0.48 0.18 2.12
H 1.31 -0.82 3.67
H 0.37 -0.19 -0.27
```

Properties
HOMO = -14.58 eV
total charge = +1
energy relative to the best compared isomer or geometry (same formula, charge and spin) = 0.000 eV
E_LUMO = -3.157 eV
strongest force on any atom = 1.11 eV/A
gap between HOMO and LUMO = 0.41973 Eh

natural (NBO) population analysis, charges in e, atoms 1 to 2: -0.62 -0.62

***

The following is a quantum chemistry calculation of a 2-piece molecular cluster, C6H13N2 overall, from the OMol25 dataset.

```
21
C6H13N2, DFT wB97M-V/def2-TZVPD
C -0.56 -1.09 -0.71
C -1.93 -0.79 -0.22
C -2.44 0.69 -0.10
C 0.52 -1.51 -1.04
C -1.93 -1.36 1.20
C 4.24 0.74 0.47
N -3.59 1.15 -0.65
N 3.02 0.96 -0.28
H -2.53 -1.16 -1.09
H -1.79 1.34 0.54
H 1.54 -1.84 -1.19
H -1.47 -2.33 1.15
H -2.89 -1.46 1.46
H -1.47 -0.61 1.89
H 4.17 0.79 1.54
H 4.48 -0.34 0.25
H 5.00 1.46 0.14
H -4.21 0.41 -1.09
H -3.79 2.15 -0.75
H 2.86 0.77 -1.31
H 2.78 2.02 -0.21
```

Properties
HOMO = -11.34 eV
total charge = +1
energy relative to the best compared isomer or geometry (same formula, charge and spin) = 4.878 eV
E_LUMO = -5.565 eV
strongest force on any atom = 4.72 eV/A
gap between HOMO and LUMO = 0.21227 Eh

natural (NBO) population analysis, charges in e, atoms 1 to 2: -0.07 -0.36

***

The following is a quantum chemistry calculation of C6H13N2 as an isolated structure, from the OMol25 dataset.

```
21
C6H13N2, DFT wB97M-V/def2-TZVPD
C 1.46 -0.08 -1.39
C 0.19 -0.83 -0.18
C -1.05 -0.69 0.64
C 1.64 1.40 -1.29
C -2.00 0.35 0.00
C -0.84 -0.54 2.14
N -0.63 -1.90 -0.02
N 1.71 -0.95 -0.15
H 1.34 -0.60 -2.32
H 2.65 1.52 -1.49
H 1.46 1.68 -0.34
H 1.11 2.07 -1.94
H -2.97 -0.19 -0.16
H -1.74 0.85 -0.94
H -2.17 1.22 0.80
H -1.84 -0.95 2.63
H -0.76 0.45 2.54
H 0.09 -1.11 2.32
H -1.08 -2.51 -0.70
H 2.04 -1.87 -0.35
H 2.13 -0.36 0.54
```

Properties
HOMO = -13.16 eV
total charge = +1
energy relative to the best compared isomer or geometry (same formula, charge and spin) = 5.328 eV
E_LUMO = -3.276 eV
strongest force on any atom = 5.91 eV/A
gap between HOMO and LUMO = 0.36306 Eh

natural (NBO) population analysis, charges in e, atoms 1 to 2: -0.01 0.26

***

The following is a quantum chemistry calculation of an isolated ion of composition C6H13N2 and charge +1, from the OMol25 dataset.

```
21
C6H13N2, DFT wB97M-V/def2-TZVPD
C 0.22 1.32 0.82
C -1.06 1.01 0.78
C 1.22 0.25 0.39
C -1.36 -0.40 0.43
C 0.74 -1.00 -0.27
C 1.95 1.02 -0.72
N 0.88 -2.11 0.52
N -2.50 -0.23 -0.53
H 0.46 2.31 1.04
H -1.79 1.72 0.83
H 1.97 0.20 1.29
H -1.55 -1.16 1.07
H 0.75 -0.92 -1.42
H 1.25 1.28 -1.45
H 2.75 0.29 -1.10
H 2.48 1.98 -0.60
H 1.05 -2.94 -0.02
H 0.87 -2.10 1.50
H -2.69 -1.10 -1.03
H -2.26 0.28 -1.37
H -3.36 0.32 -0.16
```

Properties
HOMO = -11.59 eV
total charge = +1
energy relative to the best compared isomer or geometry (same formula, charge and spin) = 4.564 eV
E_LUMO = -3.271 eV
strongest force on any atom = 5.67 eV/A
gap between HOMO and LUMO = 0.30560 Eh

natural (NBO) population analysis, charges in e, atoms 1 to 2: -0.10 -0.29

***

The following is a quantum chemistry calculation of an isolated ion of composition C6H13N2OS and charge +1, from the OMol25 dataset.

```
23
C6H13N2OS, DFT wB97M-V/def2-TZVPD
C -1.04 -2.36 -1.48
C -0.15 -1.95 -0.59
C -1.24 1.51 0.09
C -0.10 2.40 0.58
C 1.25 -0.17 0.61
C -0.17 -0.67 0.21
N -0.91 -0.85 1.45
N 2.09 0.01 -0.61
O -0.70 0.44 -0.62
S 1.26 1.41 1.43
H -0.90 -3.27 -1.98
H -2.05 -1.88 -1.56
H 0.63 -2.71 -0.53
H -1.88 1.21 0.96
H -1.95 1.98 -0.68
H 0.28 2.99 -0.25
H -0.29 3.08 1.34
H 1.79 -0.81 1.19
H -1.86 -0.85 1.24
H -0.71 -0.06 2.10
H 2.64 -0.76 -1.18
H 2.58 0.95 -0.40
H 1.42 0.36 -1.32
```

Properties
HOMO = -13.44 eV
total charge = +1
structure (SMILES) = C=C[C@]1(N)OCCS[C@@H]1[NH3+]
energy relative to the best compared isomer or geometry (same formula, charge and spin) = 2.217 eV
E_LUMO = -3.343 eV
strongest force on any atom = 3.60 eV/A
gap between HOMO and LUMO = 0.37117 Eh

natural (NBO) population analysis, charges in e, atoms 1 to 2: -0.29 -0.29

***

The following is a quantum chemistry calculation of a 2-piece molecular cluster, C6H13N2P overall, from the OMol25 dataset.

```
22
C6H13N2P, DFT wB97M-V/def2-TZVPD
C 2.77 -2.51 5.40
C -1.68 0.97 -1.68
C -0.91 0.53 -0.44
C 0.59 0.40 -0.83
C 1.44 -0.45 -0.04
C 1.54 -0.01 1.38
N 1.64 -2.38 5.47
N 0.65 -0.76 2.16
P -0.46 -0.56 3.19
H -0.77 0.89 3.16
H -1.62 2.09 -1.86
H -2.80 0.63 -1.71
H -1.35 0.46 -2.60
H -1.18 -0.52 -0.12
H -1.03 1.14 0.48
H 0.66 0.23 -1.96
H 0.95 1.40 -0.71
H 1.22 -1.61 0.04
H 2.44 -0.27 -0.38
H 1.40 1.12 1.40
H 2.58 -0.12 1.85
H 0.68 -2.16 5.25
```

Properties
HOMO = -9.41 eV
energy relative to the best compared isomer or geometry (same formula, charge and spin) = 0.462 eV
E_LUMO = -0.631 eV
strongest force on any atom = 3.92 eV/A
gap between HOMO and LUMO = 0.32282 Eh

natural (NBO) population analysis, charges in e, atoms 1 to 2: 0.28 -0.62